{
  "formula": "C16H26FO3P",
  "method": "the ωB97M-V functional and the def2-TZVPD basis",
  "de_lowest_ev": 0.000,
  "total_energy_ha": -1292.20090,
  "total_charge": 0,
  "e_homo_ev": -9.236,
  "elements": ["C", "C", "C", "C", "C", "F", "O", "C", "C", "C", "C", "C", "C", "C", "C", "C", "C", "O", "C", "P", "O", "H", "H", "H", "H", "H", "H", "H", "H", "H", "H", "H", "H", "H", "H", "H", "H", "H", "H", "H", "H", "H", "H", "H", "H", "H", "H"],
  "xyz": [[-3.8891, -1.0461, -1.1827], [-2.7356, -1.4621, -2.0982], [-1.4396, -0.6902, -1.8295], [-0.1770, -1.3645, -2.3873], [-1.5553, 0.7334, -2.3567], [-1.7099, 0.7195, -3.7304], [-0.4100, 1.4998, -2.1161], [-0.3420, 2.0379, -0.7993], [0.9857, 1.6846, -0.1615], [1.0076, 2.0672, 1.3188], [0.4456, 0.9616, 2.1705], [-0.8894, 0.9583, 2.5632], [-1.4084, -0.1131, 3.2749], [-0.6060, -1.1902, 3.5929], [0.7329, -1.2104, 3.2151], [1.6268, -2.3648, 3.5823], [1.2368, -0.1254, 2.5028], [2.0639, 2.3352, -0.8157], [2.6785, 1.6104, -1.8541], [3.7894, 0.2981, -1.2516], [4.9458, 0.6878, -0.4144], [-4.2778, -0.0616, -1.4458], [-4.7192, -1.7492, -1.2665], [-3.5716, -1.0292, -0.1384], [-3.0385, -1.3212, -3.1386], [-2.5432, -2.5306, -1.9759], [-1.3427, -0.6216, -0.7401], [0.6864, -1.1664, -1.7535], [0.0465, -1.0066, -3.3930], [-0.3155, -2.4451, -2.4386], [-2.4372, 1.2424, -1.9455], [-0.4765, 3.1223, -0.8430], [-1.1334, 1.6183, -0.1671], [1.0969, 0.5955, -0.2310], [2.0473, 2.2603, 1.5889], [0.4426, 2.9895, 1.4735], [-1.5098, 1.8133, 2.3182], [-2.4464, -0.1107, 3.5865], [-1.0184, -2.0247, 4.1462], [2.2180, -2.6774, 2.7193], [1.0452, -3.2209, 3.9190], [2.3250, -2.0792, 4.3706], [2.2804, -0.1291, 2.1985], [1.9550, 1.1694, -2.5500], [3.3047, 2.3082, -2.4135], [2.9158, -0.6266, -0.6411], [4.1154, -0.3462, -2.4618]],
  "forces_ev_per_a": [[0.030, -0.093, -0.132], [-0.137, -0.017, -0.056], [0.070, -0.081, -0.133], [-0.216, -0.008, -0.088], [-0.059, 0.149, 0.105], [0.083, -0.066, 0.248], [-0.070, -0.021, -0.011], [-0.078, -0.166, 0.021], [-0.082, -0.113, 0.022], [0.071, 0.032, 0.083], [-0.298, 0.064, -0.081], [0.025, 0.125, 0.016], [-0.233, 0.208, -0.061], [0.190, -0.185, 0.048], [0.020, -0.001, 0.032], [0.012, 0.060, -0.196], [0.189, -0.249, 0.056], [0.014, 0.215, -0.003], [0.004, -0.055, -0.103], [0.273, 0.031, 0.160], [-0.145, 0.017, -0.007], [0.019, 0.039, 0.074], [0.012, 0.032, -0.003], [-0.015, 0.023, 0.027], [0.080, -0.069, -0.045], [0.037, 0.043, 0.064], [0.047, 0.104, 0.038], [0.047, 0.026, -0.026], [-0.001, -0.049, -0.005], [0.045, 0.014, 0.041], [0.037, -0.002, -0.054], [0.099, 0.025, -0.016], [-0.008, 0.047, -0.034], [0.080, 0.036, -0.057], [-0.041, 0.020, -0.013], [0.062, 0.058, 0.005], [-0.069, -0.036, 0.032], [0.020, 0.043, -0.033], [0.005, -0.026, 0.016], [0.022, -0.011, 0.051], [0.011, -0.005, 0.068], [-0.019, -0.040, 0.029], [0.010, -0.010, 0.022], [-0.021, -0.003, 0.013], [-0.030, 0.042, 0.009], [-0.006, -0.074, -0.065], [-0.087, -0.072, -0.060]],
  "nbo_charge": [-0.609, -0.396, -0.281, -0.607, 0.502, -0.362, -0.551, -0.098, 0.091, -0.441, -0.020, -0.233, -0.201, -0.216, -0.019, -0.629, -0.177, -0.528, -0.420, 1.504, -1.071, 0.201, 0.216, 0.202, 0.214, 0.204, 0.207, 0.202, 0.222, 0.214, 0.136, 0.195, 0.185, 0.174, 0.244, 0.212, 0.207, 0.214, 0.209, 0.219, 0.215, 0.225, 0.204, 0.220, 0.230, -0.109, -0.100]
}

---

{
  "formula": "C15H16FO11V",
  "method": "the ωB97M-V functional and the def2-TZVPD basis",
  "s2": 6.042,
  "de_lowest_ev": 0.233,
  "total_energy_ha": -2452.72768,
  "total_charge": -2,
  "multiplicity": 5,
  "e_homo_ev": [0.390, -1.426],
  "elements": ["V", "F", "C", "C", "C", "O", "C", "C", "C", "O", "O", "O", "H", "H", "C", "C", "C", "O", "C", "C", "C", "O", "O", "O", "H", "H", "C", "O", "H", "H", "H", "H", "C", "O", "H", "H", "H", "H", "C", "O", "H", "H", "H", "H"],
  "xyz": [[-0.4193, -0.2377, -1.3271], [-1.1022, -1.1782, -2.9545], [-1.2129, -2.2634, 2.2558], [-1.2004, -1.7436, 0.9979], [-2.5059, -1.0454, 0.5568], [-2.3651, -0.4639, -0.5777], [-3.7015, -1.1221, 1.2336], [-3.6972, -1.6907, 2.5313], [-2.3675, -2.1688, 3.1122], [-2.2588, -2.3097, 4.3138], [-4.7051, -1.7414, 3.2333], [-0.3148, -1.7186, 0.0725], [-0.2748, -2.6141, 2.6690], [-4.5869, -0.6119, 0.8812], [0.5535, 0.9607, 2.4286], [1.2948, 0.8903, 1.2472], [2.7134, 0.9308, 1.3084], [3.4651, 0.9450, 0.2654], [3.3568, 0.9333, 2.5840], [2.6435, 0.9207, 3.8286], [1.1462, 0.9824, 3.7428], [0.4913, 0.9058, 4.8027], [3.2474, 0.8336, 4.9177], [0.6922, 0.8645, 0.0716], [-0.5190, 1.1189, 2.4374], [4.4355, 0.8421, 2.6460], [2.6803, -1.0562, -1.7557], [1.3187, -1.4610, -1.8104], [3.1298, -1.0116, -2.7584], [2.7252, -0.0305, -1.3904], [3.2823, -1.6582, -1.0773], [1.2544, -2.3255, -2.2204], [1.1251, 0.6209, -4.1260], [0.7052, 1.0269, -2.8386], [2.1477, 0.9523, -4.3225], [0.9847, -0.4468, -4.2492], [0.4847, 1.0859, -4.8873], [0.6155, 1.9807, -2.7933], [-2.4173, 1.9243, -2.4636], [-1.4112, 1.7273, -1.4506], [-3.1257, 2.6883, -2.1447], [-1.9285, 2.2178, -3.3973], [-2.9566, 0.9954, -2.6320], [-1.4225, 2.5513, -0.9605]],
  "forces_ev_per_a": [[-0.138, -1.092, 2.121], [0.456, 0.806, 0.634], [1.058, -0.305, -0.761], [-2.316, 0.486, 0.197], [0.321, -0.375, -0.738], [0.448, 0.382, -0.593], [0.954, 0.155, -0.035], [-1.032, 0.186, 0.132], [1.075, 0.637, 0.066], [-0.438, -0.565, 0.538], [-0.114, -0.235, 0.218], [0.508, 0.203, 0.054], [-0.114, -0.126, 0.227], [-0.035, -0.061, -0.104], [0.915, 0.606, 0.703], [-1.253, -0.051, 0.178], [1.120, -0.172, -1.175], [-0.139, 0.178, 0.270], [-0.298, -0.192, 0.835], [-0.554, 0.142, -0.448], [0.150, -0.798, 0.164], [-0.259, 0.486, -0.042], [0.384, 0.054, 0.232], [-0.709, -0.084, -1.670], [-0.077, -0.399, -0.326], [0.020, 0.115, -0.213], [0.433, 0.874, -0.286], [0.563, 0.077, -0.437], [-0.057, -0.445, -0.012], [-0.216, -0.154, 0.358], [-0.136, -0.200, -0.011], [-0.458, -0.014, 0.092], [-0.399, 0.642, -0.747], [0.015, -0.492, -0.018], [0.115, -0.279, 0.113], [0.143, -0.083, 0.401], [0.014, -0.019, 0.011], [0.064, 0.001, 0.263], [0.161, -0.373, -0.095], [-0.894, 0.891, -0.972], [0.007, 0.040, -0.024], [-0.109, 0.084, -0.037], [0.131, -0.123, 0.177], [0.689, -0.406, 0.756]],
  "nbo_charge": [1.611, -0.742, -0.467, 0.389, 0.401, -0.714, -0.497, 0.431, 0.442, -0.557, -0.622, -0.705, 0.215, 0.199, -0.362, 0.327, 0.227, -0.679, -0.101, 0.267, 0.316, -0.657, -0.573, -0.855, 0.205, 0.185, -0.279, -0.696, 0.134, 0.274, 0.181, 0.494, -0.242, -0.694, 0.164, 0.221, 0.156, 0.492, -0.254, -0.691, 0.170, 0.153, 0.229, 0.503]
}

---

{
  "formula": "C16H25BrIO4P2Sn",
  "method": "the ωB97M-V functional and the def2-TZVPD basis",
  "total_energy_ha": -4693.32153,
  "total_charge": 3,
  "e_homo_ev": -16.127,
  "elements": ["C", "C", "H", "H", "H", "O", "I", "Sn", "P", "C", "C", "H", "H", "H", "H", "H", "H", "C", "H", "H", "H", "P", "C", "C", "H", "H", "H", "C", "H", "H", "H", "H", "H", "H", "C", "O", "Br", "C", "C", "C", "C", "C", "C", "C", "O", "O", "H", "H", "H", "H"],
  "xyz": [[-0.0001, -0.1535, -6.4057], [0.0074, 0.3970, -5.0136], [0.0046, 0.6719, -7.1385], [-0.8969, -0.7716, -6.5535], [0.8857, -0.7859, -6.5595], [0.0205, 1.5290, -4.6279], [-0.0166, -1.4225, -3.4551], [0.0499, -0.5948, -0.5727], [2.5868, -0.3284, -0.4730], [3.0921, 1.0564, 0.5860], [3.3426, -1.7676, 0.3654], [4.4122, -1.7996, 0.1080], [4.5181, -0.3967, -1.9020], [2.8431, -2.6879, 0.0309], [3.0061, -0.7561, -2.8116], [2.5650, 0.9768, 1.5475], [3.2184, -1.6684, 1.4539], [3.4600, -0.1218, -2.0395], [4.1800, 0.9906, 0.7495], [3.3949, 0.9229, -2.3724], [2.8388, 2.0126, 0.1109], [-2.5048, -0.2522, -0.4190], [-3.0439, 1.1755, 0.5616], [-3.4591, -0.0906, -1.9499], [-2.8436, -2.5382, 0.3274], [-4.3681, -1.5711, 0.3186], [-3.1518, -1.3587, 1.6380], [-3.2953, -1.5676, 0.5670], [-3.0594, -0.7519, -2.7294], [-4.5098, -0.3488, -1.7380], [-4.1393, 1.1082, 0.6604], [-2.7628, 2.1181, 0.0798], [-3.4080, 0.9448, -2.3168], [-2.5947, 1.1167, 1.5638], [-0.0107, 1.8296, 0.1243], [-0.0131, 2.6307, 0.9415], [-1.7877, 0.4218, 3.9599], [-0.6616, -0.9874, 4.5964], [-0.7011, -1.3247, 5.9467], [-0.1146, -2.5361, 6.3559], [0.5614, -3.3723, 5.4498], [0.6145, -2.9826, 4.1093], [0.1209, -1.7361, 3.7078], [0.3304, -1.2069, 2.3289], [-0.0337, -1.9361, 1.3150], [0.7989, -0.0558, 2.2108], [-1.2246, -0.6606, 6.6291], [-0.1953, -2.8025, 7.4038], [0.9844, -4.3288, 5.7896], [1.0536, -3.6314, 3.3564]],
  "forces_ev_per_a": [[-0.013, -0.713, -0.070], [0.066, 5.539, -0.371], [-0.001, -0.103, 0.589], [0.207, 0.073, 0.083], [-0.206, 0.077, 0.095], [-0.051, -4.690, -0.511], [-0.017, -0.310, 0.547], [0.081, -0.888, 2.172], [2.245, 0.170, 0.978], [-0.749, 0.372, 0.038], [-0.890, -0.395, -0.070], [-0.356, 0.107, -0.008], [-0.385, 0.058, 0.071], [0.366, 0.074, 0.152], [0.326, 0.053, 0.119], [0.286, 0.026, -0.260], [-0.007, 0.024, -0.358], [-0.557, 0.075, -0.628], [-0.292, -0.085, -0.223], [0.032, -0.224, 0.110], [0.247, -0.127, 0.115], [-2.400, 0.108, 1.038], [0.923, 0.531, 0.075], [0.645, -0.016, -0.776], [-0.341, 0.058, 0.170], [0.371, 0.051, 0.012], [0.049, -0.032, -0.344], [0.773, -0.666, -0.141], [-0.326, 0.076, 0.136], [0.427, 0.038, 0.064], [0.305, -0.090, -0.198], [-0.248, -0.058, 0.138], [0.003, -0.264, 0.136], [-0.153, 0.058, -0.293], [0.187, 2.775, 3.167], [-0.032, -2.405, -2.896], [0.295, -0.063, 0.316], [0.579, -0.056, 0.410], [-0.150, -0.423, -0.597], [0.359, 0.388, -0.237], [-0.697, 0.257, 0.102], [0.378, 0.110, 0.180], [-0.762, -0.546, -0.182], [0.156, 0.977, 0.753], [-0.122, 0.701, -2.000], [-0.568, -0.866, -1.435], [0.000, -0.363, 0.031], [0.107, -0.057, -0.099], [-0.261, 0.560, -0.275], [0.172, 0.102, 0.174]],
  "nbo_charge": [-0.760, 0.679, 0.320, 0.296, 0.297, -0.370, 0.040, 1.207, 1.093, -0.968, -0.941, 0.298, 0.308, 0.272, 0.267, 0.313, 0.290, -0.971, 0.307, 0.282, 0.263, 1.062, -0.964, -0.956, 0.276, 0.292, 0.294, -0.937, 0.268, 0.307, 0.308, 0.262, 0.281, 0.285, 0.517, -0.314, 0.057, -0.021, -0.225, -0.134, -0.193, -0.154, -0.227, 0.814, -0.737, -0.679, 0.259, 0.253, 0.257, 0.227]
}